Entry from the Open Molecules 2025 dataset: 13 unconnected molecules or ions with the total composition C41H114N6O13 (ωB97M-V/def2-TZVPD).

Output
- Relative energy (zero: lowest compared OMol25 entry of this formula, charge and spin): 3.660 eV
- Kohn-Sham gap: 9.06 eV
- Charge: 0
- 2S+1: 1

```
174
Properties=species:S:1:pos:R:3:mulliken_charge:R:1
C -6.2393 3.7702 6.1153 -1.0927
C -6.7989 3.7872 4.6862 0.2157
C -5.7671 4.0417 3.5791 -0.7643
O -7.3372 2.5578 4.3311 -0.5473
H -5.8310 4.7401 6.3801 0.3569
H -5.5163 3.0016 6.0529 0.1995
H -7.0243 3.4444 6.7963 0.3279
H -7.6334 4.4532 4.5244 0.3433
H -6.1869 3.9949 2.5732 0.3533
H -5.0372 3.2286 3.6543 -0.0595
H -5.3119 5.0760 3.6870 0.3313
H -6.8099 1.8563 4.7306 0.3349
C 1.0446 3.3034 -4.9826 -1.4670
C 0.6394 3.7309 -3.5456 2.7981
C -0.3016 4.8735 -3.4859 -1.6740
O 0.0533 2.7356 -2.8121 0.4933
H 1.2030 2.2076 -5.1639 0.1769
H 1.9623 3.7646 -5.2828 0.3406
H 0.2254 3.5962 -5.6466 0.4045
H 1.5651 4.0054 -2.9728 -1.6161
H -1.3093 4.6299 -3.8107 0.3775
H 0.0713 5.6846 -4.1280 0.3819
H -0.4227 5.1937 -2.4491 0.3756
H 0.6552 1.9866 -2.6631 -0.4834
C 1.4635 -2.0711 3.3946 -1.0528
C 0.1641 -2.8318 3.2662 0.8952
C 0.0414 -3.7174 4.5119 -1.4111
O -0.8754 -1.9410 3.0076 -0.2038
H 1.5390 -1.1458 2.8675 0.1500
H 2.3560 -2.6512 3.1975 0.4099
H 1.5987 -1.8220 4.4689 0.2085
H 0.2990 -3.5319 2.4221 0.0374
H -0.2790 -3.2294 5.4777 0.2642
H 1.0663 -4.2850 4.5295 0.3503
H -0.6975 -4.5209 4.3570 0.3717
H -0.8635 -1.1508 3.6096 0.1438
C 1.4626 -5.7063 -1.3399 -0.8372
C 2.1166 -7.0621 -1.5304 0.4399
C 1.1227 -8.1536 -1.7815 -1.5240
O 3.0626 -6.9911 -2.6111 -0.5593
H 2.2890 -4.9663 -1.5270 0.0382
H 1.0095 -5.6215 -0.3217 0.3288
H 0.7001 -5.5650 -2.1212 0.3880
H 2.7777 -7.3007 -0.6988 0.3032
H 0.6301 -8.0399 -2.7128 0.3809
H 0.3723 -8.2911 -0.9768 0.3536
H 1.6446 -9.1456 -1.8171 0.3533
H 2.5521 -6.6741 -3.3972 0.3224
C -7.1204 -2.1042 -1.7633 -1.3936
C -6.0120 -1.9944 -0.7246 0.4781
C -6.1137 -3.1803 0.1587 -1.4029
O -4.7436 -1.8428 -1.4420 -0.2949
H -8.0668 -2.3759 -1.2748 0.4105
H -6.9624 -2.8700 -2.5104 0.3627
H -7.3109 -1.1726 -2.3181 0.3315
H -6.1403 -1.0951 -0.1794 0.2445
H -6.9852 -3.0541 0.8440 0.3851
H -5.2074 -3.3333 0.7671 0.3234
H -6.2451 -4.0565 -0.4406 0.3995
H -4.6041 -2.6833 -1.8261 0.1966
C -1.6287 2.8816 5.1176 -1.5892
C -0.7747 1.7573 4.5604 2.3651
C 0.6401 1.8124 5.0656 -0.9719
O 0.6938 1.3946 6.4146 -0.3821
C 1.9682 0.8491 6.8991 -0.6748
N -1.3387 0.3214 4.7287 -0.4434
H -1.4446 3.0122 6.1961 0.3655
H -2.6570 2.7750 4.8018 0.2099
H -1.2321 3.7637 4.6900 0.3951
H -0.6614 1.9060 3.4457 -1.1758
H 1.0005 2.8535 5.0281 0.4332
H 1.2383 1.1355 4.4624 0.3394
H 1.9168 0.8795 7.9871 0.2657
H 2.8353 1.4300 6.5111 0.3018
H 2.1228 -0.2061 6.5207 0.1812
H -1.3286 0.1747 5.7527 0.2839
H -2.3032 0.3921 4.3886 0.0526
C 3.6831 -1.8066 -5.9110 -1.8522
C 2.9555 -1.1785 -4.7758 0.7439
C 1.4931 -1.2570 -4.8228 0.1999
O 0.9924 -0.8817 -6.0715 -0.5050
C -0.4897 -0.8117 -6.1833 -0.4790
N 3.3642 -1.7044 -3.4395 -0.1368
H 3.6680 -2.8699 -5.9150 0.3434
H 4.7025 -1.4843 -5.7925 0.4814
H 3.3250 -1.4372 -6.8554 0.4361
H 3.1584 -0.1424 -4.6940 -0.1261
H 1.0240 -0.6371 -4.0461 -0.6459
H 1.1559 -2.2447 -4.6166 0.6863
H -0.9421 -1.7561 -6.4184 0.3402
H -0.6713 -0.0589 -6.9486 0.3020
H -0.8859 -0.3775 -5.2613 0.0173
H 2.8394 -2.6296 -3.3219 -0.0342
H 4.3185 -1.9220 -3.4691 0.2746
C 3.5742 -2.9859 0.4295 -0.4154
C 5.0790 -2.8793 0.0517 0.3942
C 5.6514 -3.9256 -0.8696 -0.6718
O 5.6099 -5.2759 -0.3164 -0.3711
C 6.0118 -6.2923 -1.2595 -0.7036
N 5.3074 -1.5422 -0.5244 -0.5430
H 3.0224 -3.1376 -0.5128 -0.4441
H 3.2360 -2.0764 0.9451 0.1147
H 3.4028 -3.9557 0.9731 0.4851
H 5.7179 -2.8256 0.9218 0.2672
H 6.7116 -3.7045 -0.9746 0.4846
H 5.1969 -3.9123 -1.8559 0.2671
H 6.3087 -7.1121 -0.6384 0.2682
H 6.7176 -5.9227 -2.0000 0.3793
H 5.1703 -6.5521 -1.8172 0.1586
H 4.6412 -1.3716 -1.2794 -0.0370
H 6.2014 -1.5937 -1.0294 0.2888
C -1.8989 4.6010 0.9718 -1.6124
C -0.6359 3.9245 0.5646 1.7240
C 0.5258 4.8220 1.0227 -0.5777
O 0.7078 6.0763 0.4875 -0.4489
C 1.7202 6.0854 -0.4990 -0.6429
N -0.6282 2.6760 1.3672 0.4281
H -1.8701 4.9131 2.0128 0.2365
H -2.7486 3.9021 0.8889 0.4415
H -2.1710 5.4832 0.3595 0.3192
H -0.5130 3.8189 -0.4981 -0.9694
H 1.4644 4.2572 0.8260 0.1490
H 0.4735 4.8871 2.0998 0.2212
H 2.6672 5.6673 -0.2388 0.4100
H 1.9245 7.1350 -0.6559 0.4109
H 1.4457 5.6747 -1.4439 0.0188
H -1.5685 2.2656 1.4388 0.0761
H -0.0315 1.9278 1.0189 -0.4636
C -0.5938 -1.9256 -1.0945 -1.4198
C -0.2431 -0.4494 -1.0139 3.4338
C -1.4726 0.4528 -1.0421 0.0163
O -2.3453 0.1548 0.0698 0.3119
C -3.3832 1.1054 0.2354 -0.3691
N 0.5582 -0.0910 0.1936 0.2991
H -1.4839 -2.1365 -0.5043 0.2343
H 0.2549 -2.4917 -0.7728 0.1377
H -0.7839 -2.3054 -2.1509 0.2364
H 0.3973 -0.1798 -1.9239 -2.4797
H -2.0068 0.2121 -1.9751 -0.5411
H -1.2640 1.5404 -1.0627 0.1186
H -4.0732 0.9980 -0.6666 0.1068
H -3.0417 2.1435 0.3183 0.0843
H -4.0100 0.7941 1.1349 0.1421
H 1.3695 -0.5490 0.1745 -0.2269
H 0.0593 -0.4092 1.0312 -0.1361
C 3.2786 2.1402 0.1515 -1.0308
C 3.3536 2.2202 -1.3171 2.7640
C 4.7925 2.6369 -1.7365 -1.0853
O 5.2050 3.8608 -1.2245 -0.3962
C 4.9352 4.9956 -2.0304 -0.5279
N 2.8414 1.1107 -2.1230 0.8875
H 2.3105 2.2561 0.5404 -0.1461
H 3.9541 2.9180 0.5816 0.4993
H 3.6680 1.2059 0.5472 0.1716
H 2.8311 3.0077 -1.8319 -1.8209
H 4.9007 2.5399 -2.8326 0.4635
H 5.5041 1.8454 -1.4661 0.2985
H 3.9759 4.8359 -2.5861 0.0963
H 5.7209 5.0280 -2.8148 0.3119
H 5.0505 5.8577 -1.4394 0.2508
H 3.0094 0.1799 -1.7794 -0.6515
H 3.1567 1.1793 -3.0479 -0.0546
C -3.5068 1.1440 -4.0016 -0.2395
O -3.8321 -0.2605 -4.0993 -0.5573
H -4.3725 1.6382 -3.4721 0.2776
H -2.5694 1.3650 -3.5835 -0.0659
H -3.4883 1.6092 -4.9820 0.3703
H -4.0834 -0.6168 -3.2438 0.3092
C -4.0062 -1.6335 5.1526 -0.6354
O -4.3142 -1.4487 3.8061 -0.4614
H -3.6957 -0.7649 5.7998 0.2319
H -4.8734 -2.1003 5.6601 0.3495
H -3.2221 -2.3832 5.4137 0.1959
H -3.5563 -1.7005 3.2817 0.3033
```